Entry 1:
C27H22N6O2S2Sr | ωB97M-V/def2-TZVPD

XYZ file:
```
60
Properties=species:S:1:pos:R:3:forces:R:3:nbo_charge:R:1
Sr 0.0471 -1.0589 -0.2519 -0.09 0.87 0.05 1.833
C -4.4361 4.1473 -2.1518 0.01 -0.01 0.00 -0.623
C -3.2551 3.4985 -1.4834 0.01 0.02 -0.02 -0.046
C -1.9508 3.9344 -1.7281 0.01 -0.03 0.03 -0.194
C -0.8701 3.2885 -1.1755 0.05 -0.02 -0.03 -0.233
C -0.9885 2.1701 -0.3196 -0.08 0.11 0.00 0.151
N 0.1303 1.4821 0.1068 0.08 -0.58 -0.06 -0.830
C 1.2013 2.2252 0.5571 -0.06 -0.03 -0.01 0.161
C 1.0112 3.3484 1.3912 0.03 0.02 0.02 -0.242
C 2.0556 4.0602 1.9368 -0.03 -0.02 -0.02 -0.192
C 3.3832 3.6949 1.7060 0.01 0.01 0.01 -0.055
C 4.5244 4.4330 2.3516 -0.01 -0.01 0.00 -0.622
C 3.5954 2.6088 0.8803 0.02 -0.03 -0.02 -0.222
C 2.5456 1.9020 0.2927 -0.05 0.10 0.09 0.116
N 2.9336 0.9020 -0.6584 0.10 0.04 -0.04 -0.172
C 3.8320 1.0998 -1.6453 -0.08 0.00 0.01 -0.013
C 4.1033 -0.1192 -2.2203 0.04 -0.05 -0.02 -0.344
C 3.3184 -1.0261 -1.4992 -0.11 0.09 0.02 -0.040
N 2.6187 -0.4034 -0.5530 -0.35 -0.13 0.11 -0.384
C -2.3137 1.7955 -0.0211 0.05 0.07 -0.09 0.112
C -3.4028 2.4270 -0.6277 -0.05 -0.04 0.03 -0.227
N -2.6509 0.8249 0.9793 -0.04 0.03 0.09 -0.164
C -3.6331 0.9748 1.8942 0.07 -0.03 -0.03 -0.017
C -3.7548 -0.2121 2.5794 -0.02 0.03 0.04 -0.343
C -2.7859 -1.0425 2.0085 0.09 0.08 -0.01 -0.036
N -2.1257 -0.4087 1.0454 0.17 -0.16 -0.20 -0.382
H -4.3242 5.2317 -2.1796 -0.01 0.00 0.00 0.215
H -5.3638 3.9170 -1.6279 0.00 0.00 0.00 0.211
H -4.5432 3.8028 -3.1827 -0.01 0.00 0.00 0.218
H -1.7820 4.7804 -2.3850 -0.01 0.00 0.00 0.209
H 0.1323 3.6271 -1.4085 0.00 0.00 0.00 0.216
H -0.0083 3.6417 1.6094 -0.01 0.00 0.00 0.215
H 1.8381 4.9104 2.5742 0.01 0.00 0.00 0.207
H 4.3788 5.5125 2.2935 0.00 0.00 0.00 0.214
H 5.4722 4.1950 1.8690 0.00 0.00 0.00 0.211
H 4.6161 4.1720 3.4082 0.01 0.01 0.00 0.216
H 4.6085 2.2861 0.6660 0.00 0.00 0.00 0.211
H 4.1956 2.0900 -1.8585 0.01 0.00 -0.01 0.231
H 4.7641 -0.3219 -3.0439 0.00 0.00 0.00 0.237
H 3.2110 -2.0931 -1.6238 0.03 -0.01 -0.02 0.228
H -4.3967 2.0534 -0.4080 0.00 0.00 0.00 0.211
H -4.1523 1.9119 1.9896 -0.01 0.00 0.01 0.231
H -4.4349 -0.4360 3.3815 0.01 0.00 0.01 0.236
H -2.5187 -2.0582 2.2539 -0.05 -0.01 0.01 0.216
O 0.4349 -3.4470 0.6273 0.08 0.03 0.10 -1.033
S 0.5182 -4.1714 -0.6465 0.08 -0.52 -0.03 2.282
O 1.7754 -4.7884 -0.9327 -0.04 -0.06 -0.01 -0.907
N 0.0304 -3.1243 -1.7750 0.18 0.07 0.02 -0.958
C -1.2766 -3.2799 -2.0333 -0.15 0.10 -0.10 0.076
S -2.2308 -2.0726 -2.6491 0.08 0.02 0.04 -0.175
C -1.7946 -4.6038 -1.5713 -0.03 -0.10 0.05 -0.142
C -3.0244 -5.1864 -1.8227 0.03 0.02 0.01 -0.154
C -3.2801 -6.4354 -1.2729 0.00 -0.03 0.02 -0.193
C -2.3372 -7.0814 -0.4761 -0.02 0.01 -0.02 -0.191
C -1.1088 -6.4913 -0.2058 0.05 0.00 0.03 -0.205
C -0.8699 -5.2574 -0.7718 -0.02 0.13 -0.07 -0.249
H -3.7518 -4.6708 -2.4351 0.00 0.00 0.00 0.243
H -4.2287 -6.9191 -1.4651 0.00 0.00 0.00 0.222
H -2.5663 -8.0544 -0.0627 0.01 0.00 0.01 0.223
H -0.3685 -6.9778 0.4146 -0.01 -0.01 0.01 0.236
```
Positions in Å, forces in eV/Å.

Calculated values
- 2S+1: 1
- E_HOMO: -6.8 eV
- E_tot: -63900.2267 eV
- Kohn-Sham gap: 6.40 eV

Entry 2:
C27H20BrCl2HfN6O5S | ωB97M-V/def2-TZVPD

XYZ file:
```
63
Properties=species:S:1:pos:R:3:forces:R:3:nbo_charge:R:1
Hf 0.7542 1.0371 -0.0665 1.87 2.59 -0.11 2.195
O -1.5047 3.3306 2.4294 -0.05 -0.02 -0.04 -0.563
C -0.9691 2.4068 1.8748 -0.21 0.03 0.37 0.772
O -0.6006 2.3856 0.6057 -1.00 0.66 0.72 -0.855
C -0.6215 1.1181 2.6038 0.04 0.00 -0.08 0.127
C -1.1001 0.6729 3.8197 0.02 0.07 -0.03 -0.193
C -0.7245 -0.6044 4.2355 0.01 -0.02 -0.04 -0.125
C 0.0870 -1.4049 3.4365 0.04 -0.02 -0.04 -0.186
C 0.5372 -0.8730 2.2424 0.05 0.05 -0.14 0.126
N 0.2028 0.3616 1.8839 -0.89 -0.86 1.37 -0.573
C 1.3186 -1.5712 1.1257 -0.09 -0.55 0.75 0.777
O 1.5206 -2.7531 1.1471 0.06 0.14 -0.06 -0.531
O 1.6527 -0.7224 0.1783 0.36 -1.10 0.35 -0.839
H -1.7575 1.3001 4.4050 -0.01 0.00 0.00 0.261
H -1.0956 -0.9917 5.1750 0.01 0.02 0.01 0.244
H 0.3549 -2.4158 3.7097 -0.01 0.00 0.01 0.263
Cl 3.4967 1.1157 -0.9910 0.55 -0.01 -0.20 0.112
C 3.5272 2.7650 -1.6508 -0.15 -0.15 0.14 -0.371
Cl 1.8922 3.4499 -1.5634 0.17 0.64 -0.29 0.074
H 3.8324 2.7215 -2.6886 -0.02 -0.02 -0.01 0.247
H 4.1936 3.3678 -1.0466 -0.03 0.00 0.04 0.241
Br -0.2489 -6.7913 1.0221 -0.03 0.04 -0.08 0.085
C -0.9630 -5.9647 -0.5228 -0.05 -0.06 0.09 -0.068
C -0.1852 -5.0579 -1.2284 0.03 0.02 0.02 -0.226
C -0.7212 -4.4263 -2.3347 -0.05 -0.18 -0.15 -0.231
C -2.0298 -4.7062 -2.7404 0.47 -0.28 0.60 0.093
C -2.7716 -5.6685 -2.0554 0.00 0.29 -0.16 -0.201
C -2.2494 -6.2839 -0.9334 0.09 -0.05 0.13 -0.237
N -2.6490 -4.1439 -3.8803 -0.05 -0.07 -0.31 -0.111
N -2.3706 -3.0215 -4.3162 -0.72 -0.18 -0.72 -0.123
C -1.5758 -2.0626 -3.6810 0.63 0.78 0.46 0.051
C -0.6482 -1.3753 -4.4381 -0.42 -0.57 0.04 -0.179
C 0.1494 -0.3651 -3.8955 0.23 0.32 0.44 -0.221
C 0.0179 0.0016 -2.5750 -0.16 -0.44 -0.91 0.300
O 0.7360 0.9684 -1.9950 -0.80 -0.59 -1.93 -0.841
C -0.9749 -0.6361 -1.7929 -0.49 -0.29 -0.31 0.101
N -1.1307 -0.1689 -0.5168 -0.07 -0.43 -0.35 -0.550
C -2.1253 -0.6410 0.2101 0.04 0.14 0.03 0.102
C -3.0231 -1.5983 -0.2625 -0.04 -0.12 -0.15 -0.257
C -2.8615 -2.1041 -1.5283 -0.11 0.12 0.20 -0.089
C -1.8088 -1.6421 -2.3369 0.13 0.30 -0.08 -0.020
H 0.8248 -4.8411 -0.9094 0.00 0.00 0.02 0.247
H -0.1138 -3.7332 -2.9009 0.05 -0.10 0.08 0.230
H -3.7684 -5.9039 -2.4052 0.02 -0.04 -0.04 0.238
H -2.8257 -7.0188 -0.3894 -0.01 0.01 0.01 0.239
H -0.5323 -1.6604 -5.4756 0.00 0.03 -0.01 0.243
H 0.8727 0.1531 -4.5108 0.01 -0.02 -0.01 0.235
H -2.2532 -0.2285 1.2037 0.07 -0.05 0.02 0.205
H -3.8327 -1.9263 0.3727 -0.01 0.01 0.00 0.241
H -3.5640 -2.8297 -1.9134 0.00 0.01 0.02 0.240
C 3.7502 5.0890 2.8400 0.18 -0.10 0.09 -0.408
N 2.4857 5.3060 2.1637 0.00 -0.11 -0.08 -0.336
C 1.8514 6.5211 1.9871 -0.07 0.11 0.06 -0.058
C 0.6969 6.2767 1.3385 -0.06 0.03 -0.04 -0.061
N 0.6479 4.9187 1.1149 0.09 -0.04 0.10 -0.510
C 1.7391 4.3227 1.6241 -0.07 -0.05 -0.10 0.296
S 2.2190 2.6762 1.6213 0.47 0.06 0.44 -0.267
H 4.1984 6.0497 3.0743 -0.04 0.03 -0.03 0.227
H 4.4189 4.5162 2.1999 -0.01 0.04 -0.01 0.229
H 3.5944 4.5249 3.7585 -0.02 0.03 -0.01 0.230
H 2.2691 7.4418 2.3532 0.02 -0.03 -0.02 0.243
H -0.0889 6.9332 1.0124 0.02 0.02 0.04 0.249
H -0.1523 4.4041 0.7757 0.00 -0.08 -0.11 0.465
```
Positions in Å, forces in eV/Å.

Calculated values
- 2S+1: 1
- E_HOMO: -10.3 eV
- E_tot: -154731.2424 eV
- Energy relative to the best compared isomer or geometry (same formula, charge and spin): 13.9 kcal/mol
- Net charge: +1
- Kohn-Sham gap: 6.75 eV

Entry 3:
C26H50BF4O14S | ωB97M-V/def2-TZVPD

XYZ file:
```
96
Properties=species:S:1:pos:R:3:forces:R:3:mulliken_charge:R:1
C -4.6784 -0.7456 -3.6065 -0.51 1.11 -0.27 -0.669
O -4.0838 -0.9031 -2.2864 0.77 -0.59 -0.19 -0.277
B -3.7202 -2.1494 -1.9695 -1.39 0.68 -0.98 0.527
O -4.3408 -3.2691 -2.4242 1.45 0.25 -0.24 -0.364
S -2.2775 -2.2289 -0.7125 -0.18 -0.64 1.48 -0.112
C -2.6010 -0.7741 0.3944 -0.18 0.53 -0.12 -0.712
O -2.2572 -1.1356 1.6949 0.62 0.12 -0.67 -0.213
C -1.9809 0.0749 2.4132 1.14 -0.41 -0.05 0.714
C -0.5543 0.5504 2.4957 0.42 -0.49 -0.71 -0.969
O -2.8933 0.6429 2.8644 -1.47 0.89 0.81 -0.462
C -0.6891 -1.7782 -1.5359 1.00 -0.13 0.24 0.818
F 0.0224 -1.1829 -0.5786 -0.04 0.17 0.60 -0.293
F -0.8274 -0.8943 -2.5015 -0.54 0.26 -0.74 -0.154
C 0.1334 -3.0279 -2.0372 -0.04 0.02 -0.56 0.326
F 1.3557 -2.9400 -1.5241 0.39 0.16 0.11 -0.232
F -0.4151 -4.1692 -1.5999 -0.47 -0.13 0.01 -0.271
H -4.3856 0.2517 -3.9474 0.00 -0.19 0.16 0.256
H -5.7677 -0.7541 -3.5313 0.20 -0.29 0.04 0.304
H -4.3083 -1.4615 -4.3433 -0.09 -0.13 0.37 0.326
H -3.8131 -3.6724 -3.1385 -0.50 -0.52 0.28 0.356
H -3.6617 -0.5038 0.2940 0.12 -0.40 -0.09 0.489
H -2.0244 0.0812 0.0108 0.03 -0.29 -0.03 0.496
H -0.5371 1.5810 2.1256 -0.01 -0.10 0.33 0.345
H 0.1276 -0.0376 1.8726 -0.22 -0.01 0.14 0.293
H -0.1743 0.5103 3.5205 -0.31 0.10 -0.07 0.329
H 0.2072 -3.0218 -3.1329 -0.27 -0.04 0.12 0.175
O -0.3241 -2.1822 -6.1076 0.12 -0.07 0.09 -0.618
C 0.8025 -1.7508 -6.0288 0.03 -0.16 0.14 0.538
O 1.7492 -2.2085 -6.8463 -0.30 -0.03 -0.30 -0.352
C 3.0651 -1.6326 -6.9524 0.40 0.06 0.15 -0.308
C 4.0022 -2.1872 -5.9018 -0.15 -0.17 0.14 -0.846
C 1.1696 -0.7674 -4.9461 -0.02 0.63 -0.28 -0.269
H 3.0139 -0.5429 -6.9308 -0.07 -0.02 0.09 0.301
H 3.4233 -1.9057 -7.9434 -0.21 -0.08 -0.02 0.305
H 3.6662 -1.9443 -4.8928 0.10 0.14 -0.02 0.139
H 5.0053 -1.7841 -6.0328 -0.04 0.05 0.03 0.351
H 4.0459 -3.2754 -5.9720 0.03 0.03 -0.11 0.341
H 1.3840 -1.3149 -4.0292 0.13 0.03 -0.03 -0.286
H 0.3180 -0.1091 -4.7810 -0.07 -0.18 0.08 0.391
H 2.0135 -0.1268 -5.1909 0.16 -0.19 0.09 0.310
O -0.9037 -1.0977 7.1238 -0.15 0.58 -0.18 -0.563
C -1.9834 -0.5688 7.0467 -0.08 -0.24 0.11 0.791
O -2.1420 0.6772 7.5210 0.35 0.19 -0.08 -0.374
C -3.3238 1.4638 7.3205 -0.31 0.02 0.10 -0.266
C -4.3761 1.1641 8.3675 0.02 -0.18 0.06 -1.004
C -3.1821 -1.3136 6.5087 0.00 0.22 -0.49 -1.107
H -3.7005 1.3441 6.3027 0.01 -0.09 0.02 0.231
H -3.0039 2.5011 7.4124 0.18 -0.09 0.01 0.331
H -4.7105 0.1272 8.3171 -0.05 0.03 -0.07 0.278
H -5.2428 1.8123 8.2353 0.02 0.01 0.00 0.369
H -3.9693 1.3205 9.3669 0.00 0.08 -0.04 0.301
H -3.6073 -1.9118 7.3146 -0.05 0.01 -0.03 0.266
H -2.8450 -1.9725 5.7099 0.08 -0.13 0.19 0.381
H -3.9444 -0.6673 6.0804 -0.11 -0.01 0.20 0.394
O 5.0525 0.6610 -4.2331 -0.17 0.13 -0.04 -0.580
C 4.4335 1.4682 -3.5856 0.22 -0.06 0.19 0.655
O 4.7453 2.7648 -3.6666 0.03 -0.07 -0.35 -0.370
C 3.9527 3.8196 -3.0897 0.10 0.15 0.38 -0.057
C 4.3074 4.0384 -1.6333 0.03 -0.25 0.09 -1.060
C 3.3645 1.0228 -2.6146 -0.51 0.08 -0.15 -0.421
H 2.8878 3.6310 -3.2387 0.03 -0.07 -0.02 0.268
H 4.1876 4.7157 -3.6558 0.06 -0.29 -0.04 0.211
H 4.0994 3.1540 -1.0272 -0.07 0.05 0.02 0.289
H 3.7414 4.8766 -1.2259 0.02 0.02 -0.05 0.354
H 5.3722 4.2502 -1.5321 -0.03 0.08 -0.05 0.317
H 3.8308 0.7365 -1.6725 0.03 0.03 -0.02 0.366
H 2.8629 0.1570 -3.0405 0.22 -0.11 0.08 -0.262
H 2.5974 1.7717 -2.4272 0.12 0.09 0.14 0.301
O -2.8188 -6.1051 11.1747 0.04 0.24 -0.08 -0.563
C -1.8949 -5.5750 10.6196 0.01 -0.35 -0.12 0.700
O -2.0037 -4.2869 10.2387 -0.24 0.25 0.24 -0.381
C -0.9107 -3.5076 9.7380 0.13 -0.02 -0.22 -0.460
C -0.7246 -3.7031 8.2496 0.10 -0.54 0.04 -0.784
C -0.6472 -6.3477 10.2621 0.36 0.14 0.36 -0.875
H 0.0009 -3.7081 10.3035 -0.02 -0.08 -0.02 0.362
H -1.1752 -2.4689 9.9362 -0.12 -0.07 0.08 0.313
H -0.4742 -4.7389 8.0088 0.05 0.00 0.11 0.357
H 0.0665 -3.0607 7.8758 -0.03 0.03 -0.01 0.310
H -1.6460 -3.4677 7.7216 0.03 0.08 0.01 0.143
H -0.8143 -6.8738 9.3229 0.00 0.02 0.00 0.233
H -0.4607 -7.0756 11.0492 -0.18 -0.09 -0.09 0.309
H 0.2474 -5.7345 10.1809 -0.05 0.02 -0.18 0.313
O 3.3916 6.2855 -4.7089 -0.38 0.08 -0.14 -0.613
C 2.7026 6.1891 -5.6909 0.38 0.10 -0.26 0.886
O 1.6110 5.4005 -5.6529 -0.17 -0.04 0.42 -0.381
C 0.6280 5.3568 -6.6943 -0.02 -0.08 -0.27 -0.445
C 1.0235 4.3921 -7.7930 0.17 -0.01 -0.02 -0.895
C 3.0868 6.8601 -6.9858 -0.31 0.41 -0.01 -1.108
H 0.4208 6.3583 -7.0735 0.09 -0.01 -0.01 0.392
H -0.2888 5.0106 -6.2178 0.10 0.03 0.15 0.323
H 1.9476 4.6986 -8.2836 -0.06 0.05 -0.04 0.274
H 0.2384 4.3275 -8.5468 0.00 0.00 0.02 0.379
H 1.1962 3.3976 -7.3786 -0.08 0.01 0.01 0.208
H 3.8009 6.2279 -7.5128 -0.01 0.00 0.01 0.269
H 3.5606 7.8106 -6.7494 0.16 -0.14 0.07 0.337
H 2.2457 7.0810 -7.6386 0.03 -0.17 -0.07 0.338
```
Positions in Å, forces in eV/Å.

Calculated values
- 2S+1: 1
- E_HOMO: -11.1 eV
- E_tot: -78813.3271 eV
- Net charge: +1
- Kohn-Sham gap: 6.76 eV

Entry 4:
C22H19N5O3 | ωB97M-V/def2-TZVPD

XYZ file:
```
49
Properties=species:S:1:pos:R:3:forces:R:3:nbo_charge:R:1
C -4.6902 -2.8366 -0.0326 -0.24 -0.16 0.10 -0.253
H -4.7458 -2.7480 1.0565 0.03 0.00 -0.04 0.181
O -3.6624 -2.0355 -0.5629 0.38 0.18 -0.12 -0.503
C -2.3883 -2.2375 -0.1563 0.30 -0.08 0.09 0.400
C -1.9788 -3.2343 0.7253 -0.51 0.05 -0.13 -0.326
C -0.6498 -3.3481 1.0893 0.44 0.29 -0.13 -0.154
C 0.3049 -2.4723 0.5824 -0.74 -0.06 -0.17 -0.135
C -0.1084 -1.4915 -0.3241 -0.16 -0.27 0.08 -0.106
C -1.4263 -1.3612 -0.6948 -0.16 -0.03 -0.07 -0.124
C -1.8675 -0.2560 -1.6216 0.02 -0.42 -0.09 -0.237
N -2.4515 0.8276 -0.8765 0.30 0.61 0.40 -0.198
C -1.8518 1.6918 -0.0106 -0.72 0.55 0.30 0.149
C -0.5453 1.8982 0.4191 0.18 -0.07 -0.01 -0.264
C -0.3494 2.9207 1.3183 0.10 -0.10 -0.07 -0.187
C -1.4049 3.7200 1.7818 -0.11 0.17 0.13 -0.234
C -2.6991 3.5279 1.3614 -0.04 -0.08 -0.08 -0.189
C -2.9246 2.4971 0.4494 1.14 -0.55 -0.20 0.039
N -4.0595 2.0545 -0.1639 -0.64 0.46 0.26 -0.232
N -3.7615 1.0865 -0.9254 -0.53 -0.64 -0.73 -0.008
H -3.5151 4.1399 1.7097 -0.08 0.09 0.06 0.226
H -1.1854 4.5074 2.4876 0.00 0.06 0.06 0.214
H 0.6496 3.1142 1.6793 0.10 0.01 0.02 0.215
H 0.2764 1.2933 0.0721 0.15 -0.05 -0.02 0.230
H -1.0122 0.1214 -2.1908 -0.11 -0.04 0.02 0.211
H -2.6457 -0.6140 -2.2994 0.14 0.14 0.00 0.251
H 0.6428 -0.8319 -0.7286 0.07 0.16 -0.11 0.215
C 1.6913 -2.5287 0.9925 0.86 0.00 0.29 0.042
N 2.4671 -1.5755 0.6664 -0.82 0.00 -0.09 -0.224
N 3.7496 -1.5492 1.0259 0.57 -0.84 0.62 -0.428
C 4.5444 -0.4786 0.7074 -0.14 -0.02 0.03 0.670
O 5.6789 -0.3942 1.1180 0.08 0.07 0.02 -0.574
C 3.8502 0.5421 -0.1308 0.06 0.00 -0.40 -0.224
C 3.6974 1.8373 0.3399 0.04 -0.18 -0.09 -0.145
C 3.0126 2.7827 -0.4037 -0.04 0.15 0.01 -0.253
C 2.4830 2.4339 -1.6338 0.04 0.02 0.04 -0.180
C 2.6552 1.1531 -2.1286 0.00 -0.17 -0.04 -0.322
C 3.3425 0.1985 -1.3885 0.00 0.45 0.05 0.416
O 3.5550 -1.0575 -1.8578 0.02 -0.11 -0.07 -0.675
H 3.1699 -1.1494 -2.7379 0.05 0.05 0.12 0.484
H 2.2564 0.8862 -3.0994 -0.02 -0.02 -0.09 0.206
H 1.9378 3.1614 -2.2161 -0.04 0.06 -0.05 0.220
H 2.8900 3.7859 -0.0265 -0.01 0.09 0.05 0.220
H 4.1139 2.0907 1.3029 0.05 0.02 0.10 0.226
H 4.1607 -2.3030 1.5834 -0.07 0.31 -0.20 0.379
H 2.0191 -3.3831 1.5954 0.07 0.05 -0.02 0.160
H -0.3559 -4.1198 1.7858 0.04 -0.09 0.08 0.212
H -2.6963 -3.9239 1.1409 -0.09 -0.05 0.02 0.223
H -5.6099 -2.4540 -0.4713 0.04 -0.07 0.06 0.210
H -4.5633 -3.8884 -0.3088 0.01 0.05 0.02 0.176
```
Positions in Å, forces in eV/Å.

Calculated values
- 2S+1: 1
- E_HOMO: -8.2 eV
- E_tot: -36714.0304 eV
- Energy relative to the best compared isomer or geometry (same formula, charge and spin): 14.3 kcal/mol
- Kohn-Sham gap: 8.56 eV

Entry 5:
C5H12N2O | ωB97M-V/def2-TZVPD

XYZ file:
```
20
Properties=species:S:1:pos:R:3:forces:R:3:nbo_charge:R:1
C 1.0735 -0.2655 -0.5116 -0.05 0.52 0.18 0.387
C -0.9291 -0.0023 -1.6841 -2.35 -1.57 0.90 -0.053
C -0.9615 0.2128 0.8077 0.58 0.09 0.00 -0.234
C -1.7366 -0.5032 -0.2894 1.84 1.36 -2.06 -0.442
C 1.1077 1.4065 1.2260 -0.11 -0.26 -0.02 -0.403
N 0.3050 0.7095 0.2401 0.36 0.05 0.41 -0.467
N 1.3845 -1.4564 0.2377 -0.06 -0.06 0.02 -0.859
O 0.3694 -0.5354 -1.7197 -0.21 0.04 0.22 -0.546
H 2.0310 0.1935 -0.7979 -0.20 -0.04 0.14 0.166
H 0.5442 -1.9990 0.4069 0.06 -0.03 -0.03 0.355
H 2.0258 -2.0389 -0.2854 -0.01 -0.03 0.01 0.370
H -0.9600 1.0816 -1.8446 0.00 -0.21 0.43 0.181
H -1.4866 -0.4733 -2.4927 0.20 0.00 -0.24 0.181
H -1.5092 1.0993 1.1399 0.07 -0.11 0.12 0.201
H -0.7624 -0.4284 1.6808 -0.18 0.07 0.03 0.174
H -2.7800 -0.1971 -0.3235 0.00 -0.12 -0.07 0.215
H -1.6502 -1.5887 -0.2162 -0.10 0.08 -0.21 0.199
H 1.9661 1.8591 0.7349 0.08 0.08 0.02 0.200
H 0.5019 2.1916 1.6759 0.03 0.07 0.05 0.197
H 1.4665 0.7341 2.0150 0.05 0.06 0.09 0.179
```
Positions in Å, forces in eV/Å.

Calculated values
- 2S+1: 1
- E_HOMO: -8.7 eV
- E_tot: -10406.4275 eV
- Energy relative to the best compared isomer or geometry (same formula, charge and spin): 46.0 kcal/mol
- Kohn-Sham gap: 9.79 eV